ORCA calculation (the ωB97M-V functional and the def2-TZVPD basis) on a structure of composition C35H56F3N2O19SV.

Results
Charge   +2
Strongest force on any atom   5.0 eV/A
E   -4547.56786 Eh
2S+1   5
⟨S²⟩   6.012
Orbital gap (alpha / beta)   6.9 / 3.2 eV
LUMO energy (alpha / beta)   -6.60 / -10.30 eV

Last column: Mulliken spin population.
CARTESIAN COORDINATES (ANGSTROEM)
V -0.19 0.13 3.83  2.986
C -0.76 -0.95 -0.85  -0.003
F -2.01 -1.19 -0.49  -0.003
F -0.03 -2.09 -0.59  0.000
F -0.70 -0.65 -2.14  0.000
S -0.12 0.56 0.21  0.031
O -0.31 0.20 1.63  -0.078
O 1.32 0.65 -0.08  0.008
O -0.91 1.69 -0.27  0.007
C -3.96 1.42 -2.93  0.033
C -2.91 2.24 -3.66  -0.053
O -3.07 2.82 -4.74  0.799
N -1.70 2.29 -3.10  0.234
C -0.61 2.99 -3.81  -0.011
H -4.53 0.91 -3.70  -0.001
H -4.66 2.04 -2.37  -0.011
H -3.54 0.58 -2.37  0.015
H -1.71 2.17 -2.09  -0.018
H 0.36 2.86 -3.32  -0.002
H -0.85 4.03 -3.99  0.008
H -0.50 2.59 -4.82  0.012
C 2.13 0.01 -3.67  -0.001
C 2.74 -1.15 -2.96  0.000
O 3.01 -2.19 -3.54  0.000
N 2.97 -1.01 -1.65  0.000
C 3.43 -2.04 -0.79  0.000
H 1.44 -0.34 -4.44  0.000
H 2.84 0.71 -4.11  0.000
H 1.55 0.68 -3.04  0.001
H 2.65 -0.13 -1.28  -0.001
H 2.72 -2.86 -0.69  0.000
H 3.54 -1.74 0.25  0.000
H 4.37 -2.44 -1.17  0.000
O -0.95 2.26 4.44  0.010
C -0.95 3.21 3.70  -0.015
O -1.47 3.13 2.51  0.021
C -1.37 4.32 1.77  0.002
C -0.39 5.15 2.55  -0.001
C -0.45 4.55 3.93  -0.002
H -2.36 4.77 1.91  0.000
H -0.91 4.19 0.79  0.000
H -0.73 6.19 2.56  0.000
H 0.62 5.01 2.18  0.000
H -1.11 5.04 4.65  0.001
H 0.57 4.52 4.32  0.000
O 1.60 1.57 3.40  -0.012
C 2.73 1.71 3.05  0.013
O 3.49 2.60 3.70  0.003
C 4.74 2.86 3.00  0.000
C 5.02 1.50 2.43  0.000
C 3.58 1.05 1.99  -0.001
H 5.49 3.23 3.69  0.000
H 4.67 3.55 2.17  0.000
H 5.42 0.82 3.18  0.000
H 5.79 1.48 1.66  0.000
H 3.52 -0.04 1.99  0.001
H 3.32 1.38 0.98  0.000
O 1.67 -1.29 3.48  0.011
C 2.17 -2.30 3.05  0.003
O 3.46 -2.54 2.95  0.001
C 3.79 -3.85 2.48  0.000
C 2.42 -4.37 1.92  0.001
C 1.36 -3.54 2.66  0.002
H 4.04 -4.53 3.29  0.000
H 4.59 -3.89 1.74  0.000
H 2.27 -5.41 2.22  0.000
H 2.30 -4.34 0.84  0.000
H 0.93 -3.97 3.57  0.000
H 0.53 -3.28 2.00  0.003
O 2.74 4.19 0.56  0.000
C 2.30 4.98 -0.23  0.000
O 2.38 6.26 -0.12  0.000
C 1.63 6.95 -1.00  0.000
C 0.74 5.92 -1.67  0.000
C 1.51 4.62 -1.42  0.001
H 2.24 7.51 -1.71  0.000
H 0.83 7.61 -0.65  0.000
H 0.56 5.91 -2.75  0.000
H -0.21 5.72 -1.17  0.000
H 2.13 4.30 -2.26  0.000
H 0.91 3.72 -1.31  -0.001
O -1.06 -7.46 -2.98  0.000
C -0.90 -6.29 -3.31  0.000
O -1.71 -5.34 -2.75  0.000
C -1.27 -4.02 -3.13  0.000
C 0.13 -4.21 -3.72  0.000
C 0.16 -5.67 -4.14  0.000
H -1.29 -3.26 -2.35  0.000
H -1.99 -3.64 -3.86  0.000
H 0.92 -4.01 -3.00  0.000
H 0.28 -3.55 -4.57  0.000
H 1.12 -6.18 -4.11  0.000
H -0.19 -5.75 -5.17  0.000
O -3.86 -3.55 -0.05  0.000
C -3.07 -4.47 0.32  0.000
O -3.44 -5.76 0.39  0.000
C -2.30 -6.56 0.57  0.000
C -1.30 -5.65 1.33  0.000
C -1.64 -4.26 0.74  0.001
H -1.91 -6.88 -0.39  0.000
H -2.53 -7.51 1.05  0.000
H -0.30 -6.05 1.16  0.000
H -1.44 -5.68 2.41  0.000
H -0.97 -4.08 -0.10  0.000
H -1.61 -3.42 1.45  0.001
O -6.46 2.64 2.91  0.000
C -5.68 1.95 2.22  0.000
O -4.73 2.51 1.36  0.000
C -3.92 1.47 0.74  -0.009
C -4.86 0.26 0.86  0.000
C -5.50 0.45 2.26  0.000
H -2.99 1.36 1.30  0.016
H -3.64 1.82 -0.25  0.000
H -4.31 -0.68 0.90  -0.001
H -5.59 0.16 0.06  0.000
H -4.88 0.15 3.10  0.000
H -6.43 -0.07 2.44  0.000